Run w
Molecular formula: C3H6N2S
Method: DFT, the ωB97M-V functional and the def2-TZVPD basis

```
12
Properties=species:S:1:pos:R:3
C -0.92 -2.10 -1.43
C 0.42 0.18 -0.57
C 0.59 2.20 2.09
H -1.22 -1.50 -2.29
H -1.64 -2.87 -1.10
H 0.10 -2.55 -1.58
H 0.87 -0.03 -1.52
H 0.15 2.21 3.07
H 1.15 3.08 1.80
N 0.91 1.16 0.12
N 0.39 1.15 1.43
S -0.81 -0.91 -0.02
```

## Properties
E_LUMO (eV): 0.76
Spin multiplicity: 1
Highest occupied orbital energy (eV): -8.7516
SMILES: C=N/N=C\SC


Run x
Molecular formula: C3H6N2S
Method: DFT, the ωB97M-V functional and the def2-TZVPD basis

```
12
Properties=species:S:1:pos:R:3
C -3.12 -0.44 0.24
C -0.08 -0.28 -0.07
C 1.23 0.26 0.46
H -2.92 -0.58 1.32
H -4.03 -0.90 -0.14
H -0.91 1.48 -0.55
H 0.10 -0.69 -1.09
H -0.30 -1.18 0.53
H 1.03 1.05 1.23
N -2.29 0.18 -0.50
N -1.14 0.70 0.04
S 2.68 -0.16 -0.11
```

## Properties
E_LUMO (eV): -0.37
Spin multiplicity: 1
Highest occupied orbital energy (eV): -8.8329
SMILES: C=NNCC=S


Run y
Molecular formula: C3H6N2S
Method: DFT, the ωB97M-V functional and the def2-TZVPD basis

```
12
Properties=species:S:1:pos:R:3
C -1.33 -1.32 0.78
C -0.16 -0.41 0.43
C 1.64 1.65 -0.79
H -0.97 -2.33 1.04
H -1.81 -0.92 1.72
H -2.07 -1.39 -0.06
H -0.94 -0.09 -1.42
H 2.12 2.54 -1.22
H 2.19 1.09 -0.02
N -0.15 0.14 -0.80
N 0.54 1.25 -1.31
S 0.94 -0.19 1.64
```

## Properties
E_LUMO (eV): 0.46
Spin multiplicity: 1
Highest occupied orbital energy (eV): -8.2869
SMILES: C=NNC(C)=S


Run z
Molecular formula: C3H6N2S
Method: DFT, the ωB97M-V functional and the def2-TZVPD basis

```
12
Properties=species:S:1:pos:R:3
C 0.35 1.35 -0.03
C -1.18 -0.57 -0.74
C -0.98 -0.54 0.77
H 3.30 -0.40 -0.22
H 0.22 2.48 -0.16
H -0.34 -1.19 -1.24
H -2.10 -0.62 -1.14
H -0.16 -1.17 1.25
H -1.81 -0.51 1.42
N 1.60 1.12 0.05
N -0.88 0.66 0.04
S 1.98 -0.61 0.00
```

## Properties
E_LUMO (eV): 0.77
Spin multiplicity: 1
Highest occupied orbital energy (eV): -9.0193
SMILES: S/N=C\N1CC1


Which is the most stable structure? run y is the most stable.


Run w
Molecular formula: C3H6N2S
Method: DFT, the ωB97M-V functional and the def2-TZVPD basis

```
12
Properties=species:S:1:pos:R:3
C 0.67 0.38 0.06
C 0.77 -1.01 -0.26
C -0.52 -1.68 -0.55
H -1.45 2.38 1.11
H 0.25 2.86 0.86
H 1.50 0.97 -0.02
H 1.54 -1.61 0.14
H -0.75 -2.79 -0.34
H -1.49 -1.16 -0.55
N -0.50 2.16 1.04
N -0.37 0.93 0.50
S 0.36 -1.42 -1.99
```

## Properties
E_LUMO (eV): 1.07
Spin multiplicity: 1
Highest occupied orbital energy (eV): -8.3322
SMILES: N/N=C/[C@H]1CS1


Run x
Molecular formula: C3H6N2S
Method: DFT, the ωB97M-V functional and the def2-TZVPD basis

```
12
Properties=species:S:1:pos:R:3
C -0.15 0.43 0.46
C -0.96 -0.80 -0.06
C 1.13 -0.35 0.06
H 0.78 2.14 -0.12
H -1.11 2.13 -0.21
H -0.28 0.69 1.59
H -1.49 -1.37 0.62
H -1.52 -0.73 -0.99
H 0.67 -2.29 -0.54
N -0.17 1.53 -0.50
N 0.35 -1.40 -0.27
S 2.74 0.02 -0.06
```

## Properties
E_LUMO (eV): 0.68
Spin multiplicity: 1
Highest occupied orbital energy (eV): -8.4346
SMILES: N[C@H]1CNC1=S


Which is the most stable structure? run x is the most stable.


Run w
Molecular formula: C13H16
Method: DFT, the ωB97M-V functional and the def2-TZVPD basis

```
29
Properties=species:S:1:pos:R:3
C 0.27 -2.72 2.36
C -0.37 -1.57 2.90
C 0.52 -2.81 1.05
C -0.77 -0.47 2.07
C 0.21 -1.68 0.33
C -0.49 -0.62 0.75
C 1.46 -0.49 -1.68
C 1.60 0.76 -0.86
C 0.31 -1.28 -1.13
C 0.18 1.32 -0.75
C -0.70 0.09 -0.55
C -0.04 2.22 0.44
C -2.12 0.20 -1.15
H 0.44 -3.62 3.02
H -0.52 -1.58 3.94
H 0.83 -3.68 0.42
H -1.17 0.48 2.30
H 1.37 -0.19 -2.72
H 2.27 -1.21 -1.67
H 2.11 0.50 0.14
H 2.25 1.42 -1.40
H -0.05 -1.90 -1.84
H -0.05 1.89 -1.77
H 0.28 1.69 1.29
H -1.15 2.52 0.66
H 0.66 3.08 0.31
H -2.24 1.15 -1.38
H -2.87 -0.14 -0.39
H -2.15 -0.40 -2.11
```

## Properties
E_LUMO (eV): 0.95
Spin multiplicity: 1
Highest occupied orbital energy (eV): -8.5012
SMILES: C[C@H]1CC[C@H]2c3ccccc3[C@@]12C


Run x
Molecular formula: C13H16
Method: DFT, the ωB97M-V functional and the def2-TZVPD basis

```
29
Properties=species:S:1:pos:R:3
C 3.12 1.55 0.45
C 3.65 0.26 0.21
C 1.77 1.67 0.29
C 2.81 -0.73 -0.07
C -0.45 1.15 0.16
C 0.85 0.69 0.10
C 1.40 -0.71 -0.15
C 0.74 -1.78 -0.51
C -1.97 -0.93 -0.02
C -1.83 0.52 0.19
C 0.83 -3.14 -0.99
C -2.74 1.25 -0.88
C -2.47 0.76 1.63
H 3.73 2.47 0.57
H 4.78 0.00 0.32
H 1.33 2.61 0.33
H 3.24 -1.73 -0.31
H -0.62 2.24 0.41
H -2.29 -1.17 -1.03
H -1.19 -1.66 0.33
H 1.08 -3.71 -0.18
H 1.24 -3.26 -2.06
H -0.24 -3.45 -1.11
H -2.41 0.88 -1.88
H -2.54 2.33 -0.78
H -3.80 1.19 -0.67
H -1.94 0.37 2.42
H -3.46 0.43 1.55
H -2.61 1.93 1.68
```

## Properties
E_LUMO (alpha / beta) (eV): -0.04 / 0.03
Spin multiplicity: 1
Highest occupied orbital energy (alpha / beta) (eV): -7.1886 / -7.0558


Which is the most stable structure? run w is the most stable.


Run w
Molecular formula: C2H3Cl2F
Method: DFT, the ωB97M-V functional and the def2-TZVPD basis

```
8
Properties=species:S:1:pos:R:3
C -0.58 -0.29 0.46
C 0.70 0.30 -0.30
H -0.28 -0.69 1.43
H -1.15 0.66 0.83
H 1.51 0.87 0.39
F 0.21 1.22 -1.17
Cl -1.59 -0.81 -0.87
Cl 1.19 -1.26 -0.76
```

## Properties
E_LUMO (eV): 0.82
Spin multiplicity: 1
Highest occupied orbital energy (eV): -10.4692


Run x
Molecular formula: C2H3Cl2F
Method: DFT, the ωB97M-V functional and the def2-TZVPD basis

```
8
Properties=species:S:1:pos:R:3
C 0.09 0.65 -0.52
C -0.02 -0.60 0.37
H 0.94 1.20 -0.25
H 0.30 0.37 -1.46
H -0.70 1.50 -0.31
F -0.18 0.04 1.66
Cl -1.70 -1.48 0.20
Cl 1.27 -1.68 0.30
```

## Properties
E_LUMO (eV): 0.65
Spin multiplicity: 1
Highest occupied orbital energy (eV): -11.3192
SMILES: CC(F)(Cl)Cl


Which is the most stable structure? run x is the most stable.


Run w
Molecular formula: C3H6INOS
Method: DFT, the ωB97M-V functional and the def2-TZVPD basis

```
13
Properties=species:S:1:pos:R:3
C 1.15 0.63 0.41
C -0.29 0.58 0.78
C 0.30 -0.34 -0.26
N -0.77 -1.66 -2.37
O -1.47 0.86 -2.04
S -0.35 -0.22 -1.89
I 1.63 0.53 -3.08
H 1.66 1.43 -0.10
H 1.80 0.18 1.13
H -0.77 0.19 1.81
H -0.78 1.30 0.16
H 0.41 -1.31 -0.01
H -1.70 -1.65 -2.77
```

## Properties
E_LUMO (eV): -0.90
Spin multiplicity: 1
Highest occupied orbital energy (eV): -9.5414
SMILES: N=[S@](=O)(I)C1CC1


Run x
Molecular formula: C3H6INOS
Method: DFT, the ωB97M-V functional and the def2-TZVPD basis

```
13
Properties=species:S:1:pos:R:3
C -0.66 -0.43 0.48
C 0.03 -0.63 1.73
C -0.43 0.14 -1.80
N 0.13 -0.01 -0.54
O -1.85 -0.52 0.24
S 2.05 0.37 -0.42
I 2.12 2.64 0.26
H -0.21 0.24 2.38
H 1.08 -1.15 1.70
H -0.52 -1.41 2.37
H -0.67 1.29 -1.99
H 0.31 -0.15 -2.52
H -1.38 -0.39 -1.88
```

## Properties
E_LUMO (eV): -1.02
Spin multiplicity: 1
Highest occupied orbital energy (eV): -9.2918
SMILES: CC(=O)N(C)SI


Which is the most stable structure? run x is the most stable.


Run w
Molecular formula: C2H10N4S
Method: DFT, the ωB97M-V functional and the def2-TZVPD basis

```
17
Properties=species:S:1:pos:R:3
C -0.66 -0.88 -0.24
C -2.87 0.18 -0.35
N 3.01 0.45 -0.54
N -1.59 -0.08 0.32
N 4.05 0.22 0.09
N -1.43 0.54 1.48
S 0.94 -1.01 0.44
H -0.99 -1.30 -1.24
H -3.68 -0.33 0.16
H -2.81 1.24 -0.30
H -3.03 -0.21 -1.36
H 2.82 1.46 -0.62
H 4.57 0.94 0.62
H 4.44 -0.65 -0.23
H -2.14 1.17 1.91
H -0.79 0.06 2.11
H 1.42 -1.99 -0.57
```

## Properties
E_LUMO (eV): -10.26
Spin multiplicity: 1
Total charge: +2
Highest occupied orbital energy (eV): -16.9067


Run x
Molecular formula: C2H10N4S
Method: DFT, the ωB97M-V functional and the def2-TZVPD basis

```
17
Properties=species:S:1:pos:R:3
C 1.06 0.18 0.16
C -0.50 -1.36 -1.11
N 0.59 -0.34 -1.03
N 1.20 2.10 1.41
N 0.91 1.43 0.36
N -1.66 -0.82 -0.45
S -1.98 -0.78 1.20
H -2.33 0.73 1.35
H 1.39 -0.67 0.85
H -0.70 -1.47 -2.24
H -0.07 -2.25 -0.70
H 1.34 -0.83 -1.55
H 1.89 1.82 2.12
H 0.98 3.06 1.55
H 0.22 0.52 -1.38
H -2.45 -0.61 -0.99
H -3.40 -1.09 1.40
```

## Properties
E_LUMO (eV): -8.58
Spin multiplicity: 1
Total charge: +2
Highest occupied orbital energy (eV): -17.2051


Which is the most stable structure? run w is the most stable.